1.
# C2H8N4O

2 unconnected molecules or ions with the total composition C2H8N4O at a distorted geometry (ωB97M-V/def2-TZVPD, OMol25).

Calculated values
total charge	+2
E_HOMO	-0.669	Ha
E	-374.4506	Eh
largest force on an atom	3.8	eV/A
energy relative to the best compared isomer or geometry (same formula, charge and spin)	335.1	kJ/mol
gap between HOMO and LUMO	9.04	eV

Geometry as XYZ:
```
15
C2H8N4O, DFT ωB97M-V/def2-TZVPD
C 1.78814 -0.76758 0.21455
C -2.74112 -0.59731 -0.62356
N 2.86792 -0.40319 -0.29143
N -1.31516 0.87004 0.67699
N 3.44765 0.88581 -0.16712
N -2.36142 0.40751 0.32962
O 0.84202 -1.28387 0.60676
H -3.47972 -0.13888 -1.25669
H -1.95328 -1.20511 -1.01929
H -3.49857 -1.21871 -0.07604
H 3.41747 -1.11356 -0.81033
H -1.32494 1.67043 1.48809
H 4.30522 0.91399 -0.63685
H 3.19059 1.31388 0.66428
H -3.18480 0.66655 0.90101
```

Results of the natural (NBO) charge analysis, in e, for atoms 1 through 5: C 0.96; C -0.47; N -0.43; N -0.16; N -0.60

2.
# C3H5LuO3

A molecular structure, C3H5LuO3 at a distorted geometry (ωB97M-V/def2-TZVPD, OMol25).

Calculated values
total charge	+1
multiplicity	2
E_HOMO (alpha / beta)	-0.440 / -0.495	Ha
E	-1578.0942	Eh
largest force on an atom	5.0	eV/A
energy relative to the best compared isomer or geometry (same formula, charge and spin)	288.0	kJ/mol
gap between HOMO and LUMO (alpha / beta)	7.09 / 6.95	eV

Geometry as XYZ:
```
12
C3H5LuO3, DFT ωB97M-V/def2-TZVPD
O 0.90280 -0.17377 -0.41585
C 0.21198 1.41793 -0.01963
C -0.10956 -1.15534 -0.29572
O 0.46914 2.49468 -0.50406
O -1.02891 0.99824 -0.16646
C -1.32445 -0.35931 0.17913
H 0.05288 -1.99958 0.38998
H -0.24348 -1.59824 -1.29384
H -1.51268 -0.42436 1.25761
H -2.22873 -0.64149 -0.37157
H 1.64680 1.41367 0.94432
Lu 3.16422 0.02756 0.29609
```

Results of the natural (NBO) charge analysis, in e, for atoms 1 through 5: O -0.83; C 0.95; C -0.11; O -0.49; O -0.45

3.
# C5H6O

C5H6O in the gas phase (ωB97M-V/def2-TZVPD, OMol25).

Calculated values
structure (SMILES)	CCC#CC=O
E_HOMO	-0.380	Ha
E	-269.2813	Eh
largest force on an atom	0.5	eV/A
energy relative to the best compared isomer or geometry (same formula, charge and spin)	170.5	kJ/mol
gap between HOMO and LUMO	10.69	eV

Geometry as XYZ:
```
12
C5H6O, DFT ωB97M-V/def2-TZVPD
C -1.89383 0.33194 -0.27560
C -0.96360 -0.88194 -0.16866
C 0.41801 -0.46234 0.07569
C 1.52775 -0.01666 0.24933
C 2.84538 0.55731 0.44537
O 3.10082 1.72084 0.22942
H -1.91414 0.88549 0.66783
H -1.54058 1.01114 -1.05669
H -2.91397 0.01912 -0.51762
H -0.99286 -1.47049 -1.09402
H -1.29242 -1.55263 0.63365
H 3.61944 -0.14178 0.81129
```

Results of the natural (NBO) charge analysis, in e, for atoms 1 through 5: C -0.59; C -0.49; C 0.10; C -0.16; C 0.37

4.
# C17H25Cl4N3O5P3

2 unconnected molecules or ions with the total composition C17H25Cl4N3O5P3 at a distorted geometry (ωB97M-V/def2-TZVPD, OMol25).

Calculated values
total charge	+1
E_HOMO	-0.408	Ha
E	-4067.8636	Eh
largest force on an atom	4.2	eV/A
gap between HOMO and LUMO	7.93	eV

Geometry as XYZ:
```
57
C17H25Cl4N3O5P3, DFT ωB97M-V/def2-TZVPD
C 0.65990 -0.44596 4.16700
C 0.09087 0.11691 2.81058
C 0.85704 1.38166 2.24336
N -0.95550 -0.40918 2.23471
C -0.91906 -0.17882 0.80729
C 0.00976 -0.76047 -0.17660
P 1.36156 -1.96602 0.27726
C 1.73802 -3.17303 -1.11020
C 0.56960 -3.05587 1.62204
N -0.35559 -0.17261 -1.41881
C 0.30232 -0.39327 -2.71417
C 1.24820 0.83396 -3.01159
C 1.48882 1.85939 -1.96559
C 2.34097 3.04262 -2.21211
C 2.98801 3.25196 -3.51667
C 2.78543 2.21766 -4.54161
C 1.93454 1.03713 -4.29238
C -1.44250 0.66782 -1.22966
C -2.04226 1.40056 -2.45564
P -3.39415 0.26422 -3.16780
O -4.66636 1.02655 -3.23158
O -3.64549 -1.02482 -2.10831
O -2.96440 -0.40706 -4.62976
N -1.80992 0.69074 0.11285
P -3.14417 1.71291 0.71925
O -2.83110 3.23069 0.04150
O -4.61338 1.21931 0.04783
H 1.41475 -1.22673 3.87924
H -0.17265 -0.89930 4.76012
H 1.23418 0.34003 4.73596
H 0.17523 2.27017 2.19980
H 1.70692 1.64943 2.93782
H 1.34672 1.16954 1.25113
H 2.60552 -2.76242 -1.70799
H 1.97104 -4.21410 -0.77704
H 0.87086 -3.22389 -1.83260
H 0.61322 -2.59161 2.63276
H -0.50048 -3.21801 1.28928
H 1.03965 -4.08279 1.60164
H -0.46483 -0.38608 -3.54722
H 0.84189 -1.36661 -2.80224
H 1.04218 1.79959 -0.94247
H 2.47252 3.80207 -1.40729
H 3.59227 4.17675 -3.65956
H 3.28358 2.34075 -5.53360
H 1.84452 0.31013 -5.13305
H -1.30718 1.58791 -3.28195
H -2.56896 2.35623 -2.21951
H -2.95630 -1.70500 -2.24158
H -2.50813 -1.25280 -4.43230
H -3.66196 3.61532 -0.31144
H -4.73787 0.31808 0.41724
C 1.44658 -2.15504 8.16654
Cl 2.89294 -2.50314 9.12619
Cl 1.24548 -0.39879 8.01397
Cl 1.62230 -2.87141 6.55129
Cl 0.02489 -2.84525 8.96565
```

Results of the natural (NBO) charge analysis, in e, for atoms 1 through 5: C -0.69; C 0.44; C -0.73; N -0.50; C 0.33

Number 2 is which compound? C3H5LuO3

The lowest E belongs to which entry? C17H25Cl4N3O5P3

Look up the largest force on an atom of the fourth one. 4.2 eV/A